Computed, not measured: a molecular structure, C27H22ClNO2PS2Sn at a distorted geometry, with ωB97M-V with the def2-TZVPD basis set.

Positions of all 57 atoms, in Å:
Sn (-2.170, -0.001, 0.851)
Cl (-1.278, -4.244, 3.470)
S (0.377, 0.408, 0.190)
S (2.122, -2.240, 0.764)
P (2.273, -0.280, 0.336)
O (-1.537, -1.559, 2.305)
O (-3.632, -1.686, 1.690)
N (-2.075, -4.226, -5.517)
C (5.114, 0.762, 3.019)
C (4.778, 2.072, 3.331)
C (-2.150, -3.537, -4.601)
C (-1.594, -1.445, -3.455)
C (4.138, -0.822, -1.620)
C (-1.616, -0.639, -2.326)
C (-2.945, -2.325, -1.170)
C (-2.270, -1.123, -1.214)
C (4.809, -0.587, -2.809)
C (-4.210, 2.448, -0.226)
C (-3.236, 2.585, 2.380)
C (-2.229, -2.687, -3.440)
C (2.867, 1.949, 1.876)
C (-2.641, -2.177, 2.281)
C (3.080, 0.005, -1.252)
C (2.696, 1.067, -2.065)
C (4.424, 0.466, -3.627)
C (-4.370, 1.822, 2.097)
C (3.371, 1.291, -3.255)
C (-2.916, -3.123, -2.311)
C (4.329, 0.038, 2.137)
C (3.658, 2.664, 2.762)
C (-2.800, -3.534, 2.926)
C (-2.596, 3.283, 1.358)
C (3.206, 0.637, 1.568)
C (-4.856, 1.754, 0.792)
C (-3.083, 3.213, 0.058)
H (-3.429, -4.075, -2.317)
H (4.432, -1.652, -0.988)
H (-3.266, -4.197, 2.202)
H (-2.603, 3.781, -0.730)
H (5.631, -1.228, -3.098)
H (-2.882, 2.673, 3.399)
H (5.986, 0.303, 3.466)
H (3.401, 3.684, 3.013)
H (-4.898, 1.315, 2.895)
H (-3.468, -3.436, 3.779)
H (-3.497, -2.643, -0.299)
H (-4.606, 2.422, -1.233)
H (-1.122, 0.323, -2.341)
H (1.990, 2.404, 1.433)
H (5.391, 2.634, 4.023)
H (4.946, 0.645, -4.558)
H (-1.743, 3.908, 1.584)
H (1.877, 1.710, -1.772)
H (3.074, 2.111, -3.895)
H (-1.076, -1.115, -4.346)
H (-5.755, 1.191, 0.578)
H (4.582, -0.989, 1.900)

Its charge is +1. The multiplicity is 1. The relative energy (zero: lowest compared OMol25 entry of this formula, charge and spin) comes out at 78.98 kJ/mol. For the LUMO energy (spin up / spin down), the calculation gives -6.116 / -5.717 eV.

Computed, not measured: 3 unconnected molecules or ions with the total composition C6H6, with ωB97M-V with the def2-TZVPD basis set.

Positions of all 12 atoms, in Å:
C (-1.879, -0.819, 0.094)
C (1.300, -2.380, -0.050)
C (-2.703, 0.057, 0.135)
C (1.634, -1.224, -0.063)
C (0.234, 2.021, -0.039)
C (1.403, 2.305, -0.077)
H (-0.793, 1.722, -0.006)
H (2.441, 2.552, -0.109)
H (1.885, -0.183, -0.073)
H (-1.113, -1.566, 0.055)
H (1.000, -3.404, -0.039)
H (-3.429, 0.838, 0.174)

Its charge is 0. The multiplicity is 1. The relative energy (zero: lowest compared OMol25 entry of this formula, charge and spin) comes out at 653.64 kJ/mol. For the LUMO energy, the calculation gives 1.133 eV. As for the SMILES: C#C.C#C.C#C.

Computed, not measured: a molecular structure, C8H12O2PTi at a distorted geometry, with ωB97M-V with the def2-TZVPD basis set.

Positions of all 24 atoms, in Å:
Ti (-1.244, -2.295, 0.170)
P (0.521, 0.836, 1.468)
O (1.793, -0.332, 1.303)
O (1.018, 1.670, 0.019)
C (2.315, 1.238, -0.406)
C (-3.192, -0.550, -0.506)
C (-2.208, 0.130, 0.510)
C (-0.183, -0.896, -1.005)
C (-1.178, -1.591, -2.047)
C (-0.688, -0.049, 0.242)
C (2.904, 0.456, 0.850)
C (-2.705, -1.372, -1.730)
H (-3.395, -1.818, -2.479)
H (-0.812, -2.138, -2.935)
H (2.395, 0.503, -1.250)
H (-0.600, 1.728, 1.736)
H (-2.630, 0.735, 1.337)
H (-4.276, -0.411, -0.331)
H (3.829, -0.085, 0.551)
H (2.837, 2.175, -0.730)
H (0.898, -1.003, -1.210)
H (0.099, 0.040, 2.604)
H (3.238, 1.285, 1.522)
H (1.265, 1.744, 2.316)

Its charge is +1. The multiplicity is 1. For the LUMO energy, the calculation gives -5.925 eV.

Computed, not measured: 21 unconnected molecules or ions with the total composition C18H51FN6O20 at a distorted geometry, with ωB97M-V with the def2-TZVPD basis set.

Positions of all 96 atoms, in Å:
F (5.417, 0.818, -0.599)
O (2.481, 0.193, 7.716)
O (-1.123, 3.056, -0.131)
O (-0.955, 2.768, 8.047)
O (-5.940, -2.369, -0.131)
O (4.154, -1.091, 1.153)
O (1.025, -1.818, -4.825)
O (-5.218, 2.858, 2.983)
O (1.611, 2.542, 0.975)
O (-1.380, -2.809, -6.008)
O (-2.623, 0.424, 8.791)
O (7.926, -0.469, -1.739)
O (1.779, -0.259, -6.783)
O (4.976, 3.916, -4.778)
O (-3.004, -0.484, -6.575)
O (4.193, 0.464, -7.364)
O (-4.791, -2.884, 2.324)
O (-2.249, -2.968, 2.034)
O (-0.387, 3.363, 3.476)
O (3.757, -2.306, 4.901)
O (-5.928, -3.227, -4.413)
N (-0.234, -0.083, -2.265)
N (0.780, 0.217, 5.256)
N (-1.459, -0.404, -1.903)
N (3.156, 0.402, -1.019)
N (-1.295, 0.447, 1.676)
N (0.304, 0.319, -0.045)
C (0.924, 0.071, 2.864)
C (2.334, 0.636, -3.264)
C (-0.565, 0.343, 5.175)
C (-1.174, 0.440, 3.907)
C (-0.939, 0.183, 0.344)
C (-2.622, 0.758, 2.161)
C (-3.058, -1.007, -0.591)
C (0.709, 0.158, -1.416)
C (2.113, 0.378, -1.887)
C (-1.879, -0.330, -0.601)
C (3.627, 0.988, -3.798)
C (-2.587, 0.725, 3.497)
C (-2.418, -1.000, -2.756)
C (4.687, 0.899, -2.872)
C (4.379, 0.698, -1.482)
C (1.505, 0.037, 4.097)
C (-0.421, 0.342, 2.749)
C (-3.476, -1.437, -1.959)
H (4.928, -0.593, 1.574)
H (3.717, -0.480, 0.475)
H (4.142, -1.493, 5.365)
H (2.537, -0.082, 4.091)
H (-3.570, -1.323, 0.311)
H (-5.361, -3.029, -5.227)
H (-1.673, -3.736, -5.729)
H (-6.192, -1.395, -0.240)
H (-5.489, 3.430, 3.772)
H (-2.252, -1.112, -6.324)
H (-2.378, -1.133, -3.867)
H (-1.163, 3.883, -0.714)
H (1.425, 0.741, -3.842)
H (4.757, 0.718, -8.165)
H (-5.747, -4.180, -4.126)
H (4.688, -0.249, -6.844)
H (-1.719, 2.123, 8.201)
H (-4.366, -1.980, -2.284)
H (-1.957, -0.337, 8.768)
H (1.247, -1.077, -5.477)
H (-5.339, -2.629, 1.513)
H (5.722, 1.025, -3.120)
H (-1.047, -2.858, -6.963)
H (-3.434, 0.964, 4.104)
H (-0.162, 2.918, 0.154)
H (1.597, -0.166, 2.071)
H (3.676, 1.320, -4.812)
H (4.984, 4.914, -4.612)
H (1.349, 1.699, 0.480)
H (2.541, 2.409, 1.352)
H (-1.914, -2.290, 2.706)
H (2.104, -0.001, 8.635)
H (-5.421, -3.242, 3.030)
H (-3.502, -0.886, -7.359)
H (-3.541, 1.041, 1.667)
H (0.084, -2.136, -5.018)
H (2.748, -0.094, -7.024)
H (-3.485, 0.101, 8.373)
H (4.456, -2.664, 4.263)
H (1.281, 0.618, -6.864)
H (-3.249, -3.066, 2.157)
H (-0.709, 2.405, 3.414)
H (0.413, 3.466, 2.865)
H (1.756, 0.017, 7.034)
H (-1.123, 0.451, 6.071)
H (-6.779, -2.888, 0.093)
H (4.664, 3.757, -5.728)
H (8.367, -1.212, -2.266)
H (-4.794, 3.460, 2.289)
H (7.160, -0.868, -1.212)
H (-0.090, 2.244, 8.068)

Its charge is 0. The multiplicity is 1. For the LUMO energy, the calculation gives -0.332 eV.

Computed, not measured: a molecular structure, C6H6 at a distorted geometry, with ωB97M-V with the def2-TZVPD basis set.

Positions of all 12 atoms, in Å:
C (-0.307, -0.793, -1.612)
C (-0.462, 0.309, -0.619)
C (0.810, 0.192, 0.170)
C (0.878, 0.099, 2.787)
C (-1.548, 0.992, -0.639)
C (0.845, 0.169, 1.582)
H (1.619, 0.751, -0.310)
H (0.833, -0.977, -0.846)
H (-2.459, 1.478, -0.320)
H (0.910, 0.026, 3.848)
H (-0.916, -1.674, -1.382)
H (-0.300, -0.539, -2.675)

Its charge is 0. The multiplicity is 1. The relative energy (zero: lowest compared OMol25 entry of this formula, charge and spin) comes out at 818.41 kJ/mol. For the LUMO energy (spin up / spin down), the calculation gives -0.873 / 0.103 eV.

Computed, not measured: 2 unconnected molecules or ions with the total composition C4H2ClN3S at a distorted geometry, with ωB97M-V with the def2-TZVPD basis set.

Positions of all 11 atoms, in Å:
Cl (-1.183, -1.025, 2.393)
S (-1.118, 1.909, -0.559)
N (0.341, 2.704, -0.681)
N (1.353, 1.957, -0.352)
N (0.873, -2.745, -0.205)
C (-0.842, -0.843, -0.038)
C (0.037, -1.969, -0.111)
C (1.052, 0.686, -0.210)
C (-0.257, 0.399, -0.154)
H (-1.920, -0.950, -0.196)
H (1.665, -0.123, 0.112)

Its charge is 0. The multiplicity is 1. The relative energy (zero: lowest compared OMol25 entry of this formula, charge and spin) comes out at 84.77 kJ/mol. For the LUMO energy (spin up / spin down), the calculation gives -3.141 / -3.140 eV.

Let's list calculated total energy in order: -3059.29097 -231.97737 -1652.73824 -2649.54892 -231.91461 -1176.15062 a.u..